15
Properties=species:S:1:pos:R:3:forces:R:3:nbo_charge:R:1 method="wB97M-V/def2-TZVPD" total_charge=0 homo_ev=-9.721 smiles="C=C1OP(O)(O)(O)OC1=O" de_lowest_ev=0.000
C 1.470 2.256 0.222 -2.629 -2.552 0.866 -0.4233
C 0.646 1.197 0.243 -0.767 1.601 2.265 0.1853
C -0.340 0.858 1.375 0.513 -0.904 -1.488 0.7366
O -0.955 -0.270 0.954 -0.345 0.008 0.505 -0.8159
O -0.510 1.410 2.422 -0.033 0.011 -0.272 -0.5582
O 0.335 -1.689 -1.892 -0.140 -0.457 -0.009 -0.9506
O -0.107 -2.354 0.283 2.154 -0.447 -6.073 -0.9545
O -1.790 -0.819 -1.250 -1.118 0.256 -0.451 -0.9712
O 0.524 0.305 -0.737 0.718 -1.656 -1.503 -0.7523
P -0.386 -1.070 -0.630 0.936 3.485 2.436 2.5103
H 2.096 2.207 -0.582 1.923 0.968 -1.860 0.2138
H 1.334 2.962 0.994 0.490 0.720 0.553 0.2369
H 0.361 -2.611 -1.638 0.492 -0.834 -0.705 0.5017
H -0.434 -2.333 1.096 -2.314 0.447 5.673 0.5109
H -2.244 -0.049 -0.860 0.119 -0.644 0.063 0.5305